The following is a quantum chemistry calculation of 2 unconnected molecules or ions with the total composition H3INPS at a distorted geometry, from the Open Molecules 2025 dataset.

```
7
H3INPS (ωB97M-V/def2-TZVPD)
N 0.610 -1.538 0.369
P 0.399 -0.112 -0.655
S -1.240 -0.771 0.362
H 0.731 -2.454 -0.204
H 0.077 -0.820 -1.872
I -2.137 2.303 -2.308
H -2.777 3.657 -1.729
```

LUMO energy: -0.0074 Eh
energy relative to the best compared isomer or geometry (same formula, charge and spin): 12.1 kcal/mol
E_HOMO: -9.13 eV
SMILES string: [nH]1[pH]s1.I
HOMO-LUMO gap: 0.3280 hartree


The following is a quantum chemistry calculation of 6 unconnected molecules or ions with the total composition C20H35ClN5O4 at a distorted geometry, from the Open Molecules 2025 dataset.

```
65
C20H35ClN5O4 (ωB97M-V/def2-TZVPD)
Cl -0.632 -1.012 0.795
O -0.226 -1.682 -0.385
O -0.093 -1.646 1.942
O -0.205 0.362 0.621
O -2.028 -1.143 0.991
C 1.427 -1.298 -4.809
C 0.854 -0.325 -3.775
C 1.751 0.886 -3.498
C 2.903 0.789 -2.698
N 3.894 0.780 -2.066
H 0.913 -2.260 -4.817
H 2.478 -1.506 -4.607
H 1.524 -0.916 -5.825
H 0.632 -0.824 -2.831
H -0.142 0.073 -3.965
H 1.085 1.481 -2.873
H 2.033 1.363 -4.437
C -2.397 -6.520 -1.144
C -3.150 -5.285 -0.545
C -2.333 -4.145 0.001
C -1.147 -4.555 0.682
N -0.154 -4.957 1.209
H -1.801 -7.108 -0.446
H -1.744 -6.220 -1.964
H -3.121 -7.220 -1.559
H -3.840 -5.633 0.224
H -3.908 -4.926 -1.241
H -2.926 -3.515 0.663
H -2.106 -3.517 -0.861
C 0.084 4.558 -2.610
C -1.010 4.378 -1.566
C -1.350 2.967 -1.434
C -2.072 2.382 -2.585
N -2.559 1.900 -3.555
H 0.492 5.565 -2.699
H -0.136 4.237 -3.628
H 0.981 3.978 -2.393
H -2.004 4.802 -1.709
H -0.650 4.646 -0.573
H -1.976 2.851 -0.549
H -0.475 2.346 -1.244
C -0.483 1.825 4.042
C -0.728 3.229 4.611
C -2.233 3.571 4.626
C -2.482 4.509 5.714
N -2.718 5.241 6.632
H -0.995 1.233 4.801
H 0.576 1.573 4.003
H -1.021 1.786 3.095
H -0.178 3.875 3.927
H -0.268 3.194 5.599
H -2.835 2.698 4.879
H -2.702 3.976 3.729
C 3.036 0.141 2.294
C 3.928 -0.437 1.184
C 3.263 -1.505 0.356
C 2.790 -2.687 1.091
N 2.371 -3.652 1.686
H 2.282 0.799 1.861
H 3.579 0.787 2.985
H 2.541 -0.678 2.816
H 4.833 -0.890 1.587
H 4.398 0.382 0.640
H 3.920 -1.873 -0.432
H 2.258 -1.231 0.034
```

LUMO energy: 0.0842 Eh
energy relative to the best compared isomer or geometry (same formula, charge and spin): 51.8 kcal/mol
E_HOMO: -6.47 eV
net charge: -1
HOMO-LUMO gap: 0.3221 hartree


The following is a quantum chemistry calculation of C4H3ClFNO in the gas phase at a distorted geometry, from the Open Molecules 2025 dataset.

```
11
C4H3ClFNO (ωB97M-V/def2-TZVPD)
N -2.221 -0.097 -0.150
C -0.801 -0.023 0.058
C 0.226 -0.822 -0.106
C 1.438 -0.164 -0.131
Cl 3.148 -0.563 0.004
C 1.142 1.174 -0.166
F 1.994 2.214 -0.047
O -0.292 1.260 -0.026
H -2.475 0.140 1.051
H -2.400 -1.228 -0.328
H 0.241 -1.890 -0.158
```

LUMO energy: 0.0151 Eh
energy relative to the best compared isomer or geometry (same formula, charge and spin): 57.9 kcal/mol
E_HOMO: -8.62 eV
SMILES string: Nc1cc(Cl)c(F)o1
HOMO-LUMO gap: 0.3321 hartree


- Among the records above, which one has the lowest HOMO-LUMO gap?
  C20H35ClN5O4